No. 1
81
Properties=species:S:1:pos:R:3 method="wB97M-V/def2-TZVPD" total_charge=+1 homo_lumo_gap_ev=5.17 spin_multiplicity=1 de_lowest_kj_mol=66.6 lumo_energy_ev=-5.27 homo_ev=-10.44
Ta -0.288 0.242 1.137
C 0.005 -2.871 3.918
C -1.148 -1.957 3.770
N -1.221 -0.847 3.044
C -2.512 -0.387 3.178
C -3.212 -1.194 4.024
N -2.324 -2.164 4.390
C -4.615 -1.253 4.540
O -5.454 -0.327 4.127
O -4.906 -2.138 5.297
C -2.943 0.739 2.345
O -4.040 1.228 2.311
O -1.905 1.156 1.613
H 0.526 -2.967 2.967
H -0.340 -3.859 4.215
H 0.695 -2.496 4.675
H -2.572 -2.924 5.011
H -5.064 0.304 3.485
C -3.580 1.790 -1.299
C -2.383 1.100 -1.950
C -1.257 2.063 -2.218
C -1.469 3.109 -3.111
C -0.484 4.044 -3.365
C 0.727 3.972 -2.697
C 0.993 2.950 -1.794
C 2.302 2.978 -1.031
C 2.583 4.333 -0.379
C -0.006 1.976 -1.607
N 0.318 0.824 -0.791
C 1.316 0.058 -1.226
C 1.939 -0.825 -0.352
C 3.095 -1.601 -0.462
C 3.383 -2.070 0.817
C 2.399 -1.565 1.659
N 1.500 -0.823 0.977
H -4.341 1.060 -1.026
H -4.034 2.508 -1.981
H -3.285 2.329 -0.398
H -2.695 0.643 -2.893
H -2.045 0.274 -1.320
H -2.422 3.176 -3.618
H -0.662 4.838 -4.076
H 1.480 4.727 -2.876
H 3.125 2.729 -1.708
H 2.313 2.217 -0.249
H 2.749 5.112 -1.119
H 3.478 4.274 0.240
H 1.747 4.644 0.247
H 1.663 0.178 -2.247
H 3.668 -1.765 -1.359
H 4.216 -2.683 1.110
H 2.317 -1.677 2.728
S -2.283 -3.425 -4.988
C -1.762 -3.007 -3.496
S -2.806 -2.407 -2.218
C -1.413 -2.216 -1.197
N -0.301 -2.572 -1.729
N -0.491 -3.023 -2.998
C 0.651 -3.501 -3.712
C 0.662 -4.792 -4.215
C 1.783 -5.239 -4.897
C 2.879 -4.407 -5.069
C 2.857 -3.116 -4.563
C 1.739 -2.659 -3.886
S -1.639 -1.760 0.485
H -0.196 -5.435 -4.080
H 1.798 -6.245 -5.293
H 3.748 -4.762 -5.606
H 3.704 -2.461 -4.713
H 1.692 -1.649 -3.504
F 0.024 3.065 1.123
C 0.538 2.798 2.352
C 0.685 1.461 2.678
C 1.174 1.196 3.941
F 1.324 -0.087 4.325
C 1.531 2.196 4.830
F 2.011 1.902 6.030
C 1.390 3.526 4.447
F 1.739 4.488 5.276
C 0.886 3.841 3.189
F 0.748 5.105 2.816

***

No. 2
83
Properties=species:S:1:pos:R:3 method="wB97M-V/def2-TZVPD" homo_lumo_gap_ev="4.85 / 4.97" spin_multiplicity=1 de_lowest_kj_mol=186.9 lumo_energy_ev="-0.19 / -0.19" homo_ev="-5.04 / -5.16"
Pd 0.983 0.606 1.200
C -3.546 3.883 0.237
N -2.210 3.307 0.153
C -1.560 2.548 1.049
N -0.412 2.154 0.540
C -0.402 2.715 -0.696
N -1.477 3.420 -0.964
C -4.326 3.559 -1.017
C -4.874 4.563 -1.800
C -5.508 4.248 -2.997
C -5.580 2.939 -3.428
C -5.033 1.924 -2.641
C -4.425 2.239 -1.430
C -5.063 0.549 -3.100
N -5.605 0.070 -4.175
N -5.339 -1.268 -4.198
C -4.654 -1.540 -3.133
O -4.444 -0.426 -2.387
C -4.105 -2.817 -2.716
C -4.278 -3.941 -3.519
C -3.721 -5.146 -3.131
C -2.975 -5.231 -1.965
C -2.793 -4.111 -1.158
C -1.964 -4.265 0.101
N -1.569 -3.017 0.714
C -0.887 -1.981 0.199
N -0.754 -1.038 1.110
C -1.386 -1.560 2.191
N -1.894 -2.755 1.990
C -3.376 -2.911 -1.528
H -3.460 4.962 0.366
H -4.022 3.463 1.124
H -1.930 2.318 2.035
H 0.409 2.593 -1.394
H -4.799 5.596 -1.482
H -5.931 5.040 -3.601
H -6.045 2.677 -4.369
H -4.011 1.443 -0.822
H -4.846 -3.845 -4.434
H -3.856 -6.028 -3.742
H -2.524 -6.171 -1.670
H -1.076 -4.860 -0.123
H -2.528 -4.800 0.864
H -0.531 -1.936 -0.816
H -1.475 -1.051 3.136
H -3.273 -2.026 -0.914
F 9.078 0.686 2.459
C 7.984 0.917 1.755
C 7.165 -0.135 1.376
F 7.500 -1.380 1.703
C 6.010 0.113 0.664
F 5.296 -0.922 0.269
C 5.603 1.411 0.340
S 4.141 1.776 -0.552
C 6.472 2.447 0.710
F 6.160 3.698 0.391
C 7.644 2.212 1.397
F 8.450 3.219 1.729
C 2.427 2.904 2.850
C 3.232 3.099 1.571
C 2.898 4.401 0.856
O 2.985 1.961 0.710
H 2.444 3.820 3.445
H 2.843 2.088 3.440
H 1.392 2.663 2.600
H 4.297 3.107 1.832
H 1.880 4.370 0.464
H 3.589 4.554 0.027
H 2.991 5.238 1.547
F 2.815 -5.879 2.318
C 2.078 -5.266 1.376
F 0.799 -5.702 1.557
F 2.465 -5.749 0.180
C 2.167 -3.780 1.449
C 2.152 -3.000 0.294
C 2.230 -1.631 0.423
N 2.281 -1.003 1.617
C 2.297 -1.765 2.724
C 2.254 -3.145 2.686
H 2.114 -3.464 -0.682
H 2.278 -0.987 -0.446
H 2.356 -1.239 3.668
H 2.311 -3.727 3.596

***

No. 3
74
Properties=species:S:1:pos:R:3 method="wB97M-V/def2-TZVPD" total_charge=+1 homo_lumo_gap_ev="6.74 / 5.66" spin_multiplicity=1 lumo_energy_ev="-3.55 / -4.50" homo_ev="-10.29 / -10.16"
Y -0.026 0.191 0.042
C 0.036 0.224 4.782
C 1.221 -0.359 5.199
C 2.170 -0.695 4.248
C 1.902 -0.450 2.908
N 0.735 0.094 2.497
C -0.161 0.426 3.428
C 2.909 -0.662 1.864
C 4.148 -0.104 1.869
C 4.841 -0.024 0.623
C 4.202 -0.855 -1.709
C 3.009 -0.237 -1.706
N 2.486 0.053 -0.431
C 2.069 -0.031 -2.815
C 2.495 0.082 -4.134
C 1.561 0.247 -5.138
C 0.217 0.286 -4.798
C -0.130 0.159 -3.467
N 0.761 0.011 -2.481
H -0.727 0.517 5.489
H 1.405 -0.545 6.249
H 3.114 -1.143 4.526
H -1.082 0.873 3.071
H 4.470 0.507 2.705
H 5.514 1.332 -0.891
H 4.651 -1.297 -2.588
H 3.553 0.056 -4.357
H 1.875 0.350 -6.168
H -0.548 0.418 -5.550
H -1.174 0.173 -3.170
O 1.521 4.362 0.929
S 1.351 3.696 -0.334
O 2.265 4.001 -1.404
N 1.295 2.048 -0.098
C 2.565 1.461 -0.056
C 3.751 2.065 0.159
C 5.094 1.349 0.118
C 4.781 -1.187 -0.329
C 3.650 -2.052 0.103
C 3.479 -3.403 -0.001
C 2.190 -3.925 0.121
C 1.105 -3.039 0.242
N 1.208 -1.747 0.396
C 2.517 -1.148 0.491
C -0.239 4.154 -0.986
C -0.966 3.362 -1.854
C -2.083 3.896 -2.482
C -2.450 5.212 -2.245
C -1.699 6.007 -1.389
C -0.585 5.480 -0.759
H 3.769 3.108 0.428
H 5.786 1.897 0.762
H 5.745 -1.692 -0.410
H 4.314 -4.050 -0.239
H 2.006 -4.985 0.027
H 0.091 -3.422 0.178
H -0.641 2.346 -2.057
H -2.662 3.292 -3.170
H -3.319 5.627 -2.740
H -1.969 7.041 -1.223
H 0.031 6.071 -0.094
C -6.640 -0.118 0.253
C -5.193 0.226 0.151
C -4.748 1.471 -0.307
C -3.391 1.667 -0.376
N -2.498 0.726 -0.036
C -3.020 -0.453 0.429
S -1.880 -1.641 0.903
N -4.322 -0.704 0.523
H -7.269 0.647 -0.196
H -6.911 -0.235 1.304
H -6.819 -1.079 -0.228
H -5.438 2.250 -0.596
H -2.992 2.613 -0.710

***

No. 4
76
Properties=species:S:1:pos:R:3 method="wB97M-V/def2-TZVPD" total_charge=-2 homo_lumo_gap_ev=5.91 spin_multiplicity=1 de_lowest_kj_mol=76.5 lumo_energy_ev=4.26 homo_ev=-1.66
Cu -0.742 -1.362 -1.365
C 1.500 1.166 2.001
N 0.630 0.393 1.139
P -0.823 -0.439 1.641
C -0.327 -0.699 3.417
C 0.381 -1.861 3.701
C 0.909 -2.089 4.959
C 0.707 -1.163 5.970
C -0.039 -0.025 5.714
C -0.550 0.204 4.450
C -1.949 0.964 2.015
C -3.177 0.620 2.574
C -4.111 1.594 2.871
C -3.833 2.928 2.619
C -2.623 3.277 2.048
C -1.689 2.302 1.745
P 1.254 -0.427 -0.220
C 3.003 -0.679 0.293
C 3.162 -1.616 1.317
C 4.410 -1.992 1.762
C 5.545 -1.459 1.165
C 5.403 -0.554 0.126
C 4.150 -0.165 -0.310
C 1.478 0.906 -1.445
C 2.108 0.560 -2.640
C 2.235 1.483 -3.658
C 1.733 2.766 -3.495
C 1.066 3.102 -2.329
C 0.927 2.172 -1.315
H 2.157 0.542 2.624
H 0.905 1.790 2.671
H 2.137 1.807 1.383
H 0.500 -2.592 2.913
H 1.475 -2.990 5.158
H 1.121 -1.329 6.957
H -0.224 0.695 6.503
H -1.130 1.098 4.268
H -3.380 -0.426 2.756
H -5.064 1.314 3.298
H -4.565 3.692 2.842
H -2.409 4.315 1.825
H -0.755 2.588 1.286
H 2.272 -2.040 1.760
H 4.506 -2.706 2.570
H 6.529 -1.757 1.502
H 6.286 -0.135 -0.342
H 4.066 0.559 -1.108
H 2.458 -0.455 -2.771
H 2.722 1.206 -4.583
H 1.841 3.496 -4.287
H 0.637 4.090 -2.218
H 0.362 2.420 -0.429
F -3.485 -5.076 1.262
C -3.411 -4.126 0.290
F -3.180 -4.803 -0.849
F -4.663 -3.631 0.180
C -2.329 -2.984 0.645
O -2.638 -2.355 1.651
O -1.366 -2.952 -0.117
N -5.100 3.329 -0.524
C -4.164 2.682 -0.744
N -3.080 2.114 -1.105
C -2.467 1.042 -0.930
N -1.740 0.129 -0.829
S 0.313 -2.309 -3.165
C -0.135 -1.382 -4.564
C -0.771 -0.138 -4.488
C -1.100 0.556 -5.634
C -0.812 0.035 -6.887
C -0.188 -1.201 -6.978
C 0.152 -1.894 -5.838
H -1.007 0.264 -3.511
H -1.595 1.516 -5.556
H -1.084 0.578 -7.784
H 0.028 -1.628 -7.953
H 0.638 -2.856 -5.904

***

No. 5
80
Properties=species:S:1:pos:R:3 method="wB97M-V/def2-TZVPD" total_charge=+2 homo_lumo_gap_ev="5.76 / 6.40" spin_multiplicity=2 de_lowest_kj_mol=0.0 lumo_energy_ev="-7.13 / -7.19" homo_ev="-12.89 / -13.58" s_squared=0.784
Pd 2.953 -1.168 2.029
S 2.227 2.359 -0.518
C 3.830 2.379 0.107
C 4.057 1.362 0.972
C 2.903 0.539 1.179
C 1.857 0.973 0.440
C 0.170 -0.699 0.801
C -1.051 -1.206 0.100
C -1.493 -2.507 0.684
C -0.818 -3.083 1.710
C 0.321 -2.471 2.252
N 0.785 -1.272 1.771
H 4.520 3.138 -0.225
H 5.008 1.190 1.452
H -1.860 -0.465 0.210
H -2.366 -2.979 0.249
H -1.140 -4.032 2.116
H 0.897 -2.919 3.047
O 4.432 -0.861 8.361
C 3.929 -0.990 7.132
C 2.563 -1.052 6.850
C 2.173 -1.195 5.537
N 3.028 -1.278 4.512
C 4.316 -1.200 4.817
Br 5.470 -1.295 3.310
C 4.841 -1.062 6.078
H 3.738 -0.841 9.031
H 1.826 -1.003 7.641
H 1.121 -1.265 5.285
H 5.903 -1.012 6.265
F 2.964 -3.537 1.453
Sb 3.351 -3.432 -0.442
F 2.031 -2.013 -0.522
F 1.903 -4.590 -0.773
F 3.628 -3.151 -2.277
F 4.626 -4.769 -0.296
F 4.573 -2.061 0.042
O 0.306 2.310 2.597
C -0.595 2.343 1.950
O 0.557 0.503 0.320
C -1.834 2.369 1.225
C -1.775 2.756 -0.271
Ge -1.966 1.499 -1.811
C -3.671 0.594 -1.623
C -4.548 0.848 -0.569
C -5.753 0.166 -0.462
C -6.099 -0.779 -1.417
C -5.246 -1.034 -2.483
C -4.041 -0.354 -2.583
C -1.852 2.712 -3.306
C -0.720 3.515 -3.481
C -0.641 4.398 -4.546
C -1.696 4.491 -5.445
C -2.827 3.704 -5.278
C -2.906 2.819 -4.211
C -0.672 0.021 -2.131
C -0.833 -1.287 -1.457
C 0.016 -2.389 -1.913
C 0.827 -2.263 -3.008
C 0.929 -1.016 -3.611
C 0.185 0.111 -3.185
H -2.396 3.128 1.795
H -2.309 1.403 1.440
H -0.954 3.444 -0.470
H -2.684 3.344 -0.426
H -4.319 1.608 0.173
H -6.427 0.379 0.357
H -7.040 -1.306 -1.340
H -5.526 -1.753 -3.241
H -3.397 -0.549 -3.437
H 0.114 3.457 -2.786
H 0.238 5.015 -4.676
H -1.638 5.181 -6.276
H -3.650 3.783 -5.975
H -3.798 2.215 -4.088
H -1.841 -1.621 -1.800
H -0.047 -3.337 -1.389
H 1.432 -3.092 -3.346
H 1.602 -0.899 -4.454
H 0.283 1.035 -3.741

***

No. 6
75
Properties=species:S:1:pos:R:3 method="wB97M-V/def2-TZVPD" homo_lumo_gap_ev="6.12 / 5.85" spin_multiplicity=5 de_lowest_kj_mol=0.0 lumo_energy_ev="-0.01 / -2.79" homo_ev="-6.12 / -8.64" s_squared=6.072
Pt 0.096 1.185 -0.018
C 3.573 -0.570 -0.002
C 3.340 0.777 -0.580
N 2.165 1.352 -0.750
C 2.385 2.585 -1.303
C 3.718 2.760 -1.488
N 4.305 1.607 -1.030
C 4.564 3.856 -2.022
O 3.930 4.937 -2.410
O 5.763 3.707 -2.060
C 1.240 3.486 -1.581
O 1.462 4.561 -2.143
O 0.097 3.044 -1.223
H 2.616 -0.987 0.306
H 4.235 -0.515 0.862
H 4.023 -1.242 -0.735
H 5.305 1.466 -1.046
H 2.938 4.854 -2.256
C 3.532 -6.919 0.161
C 2.864 -5.720 -0.450
C 3.235 -5.261 -1.710
C 2.642 -4.135 -2.263
C 1.656 -3.473 -1.551
C 1.270 -3.905 -0.291
C 1.877 -5.027 0.249
S 0.889 -2.016 -2.236
C -0.515 -2.820 -3.004
O 0.313 -1.270 -1.072
H 3.991 -7.549 -0.600
H 2.819 -7.522 0.721
H 4.318 -6.613 0.854
H 4.004 -5.786 -2.264
H 2.951 -3.775 -3.237
H 0.508 -3.355 0.249
H 1.579 -5.375 1.230
H -1.109 -3.281 -2.214
H -0.148 -3.561 -3.713
H -1.093 -2.054 -3.515
C -3.615 -3.001 -0.167
C -3.767 -2.133 -1.241
C -3.247 -0.849 -1.179
C -2.567 -0.412 -0.044
C -2.427 -1.284 1.031
C -2.951 -2.567 0.972
H -4.023 -4.002 -0.214
H -4.298 -2.456 -2.128
H -3.360 -0.171 -2.016
H -1.914 -0.945 1.921
H -2.844 -3.229 1.822
N -5.584 8.053 -1.000
C -5.067 7.036 -0.848
C -4.426 5.769 -0.659
C -3.915 5.067 -1.763
C -3.314 3.849 -1.592
C -3.204 3.268 -0.293
C -3.709 4.012 0.819
C -4.307 5.228 0.631
C -2.625 2.049 -0.113
C -1.956 0.945 -0.013
H -3.986 5.505 -2.748
H -2.891 3.321 -2.435
H -3.609 3.596 1.812
H -4.686 5.787 1.475
S 0.831 2.307 1.861
C 0.212 1.463 3.257
C 0.179 0.068 3.302
C -0.298 -0.574 4.432
C -0.762 0.167 5.511
C -0.736 1.555 5.466
C -0.237 2.207 4.351
H 0.525 -0.501 2.447
H -0.316 -1.655 4.467
H -1.143 -0.338 6.388
H -1.098 2.132 6.306
H -0.201 3.287 4.315

***

Results for DFT total energy: -3730.24913 -3318.14401 -2718.25764 -4741.16663 -7702.22853 -2807.19227 (in hartree, following the order of the records).